--- one ---
Formula: C2H3BrS
Source: the Open Molecules 2025 dataset
Level of theory: ωB97M-V with the def2-TZVPD basis set

Summary:
- Total charge: 0
- Spin multiplicity: 1

XYZ file:
```
7
Properties=species:S:1:pos:R:3:lowdin_charge:R:1
C 0.492 -0.627 -0.039 -0.8864
C -0.664 0.234 -0.071 -0.2211
S 0.758 -2.141 -0.275 0.8293
Br 2.383 1.080 0.385 0.0338
H -1.506 -0.065 -0.706 0.0969
H -0.446 1.180 -0.332 0.0009
H -1.017 0.339 1.037 0.1467
```


--- two ---
Formula: C2H3BrS
Source: the Open Molecules 2025 dataset
Level of theory: ωB97M-V with the def2-TZVPD basis set

Summary:
- SMILES: C#CBr.S
- Total charge: 0
- Spin multiplicity: 1

XYZ file:
```
7
Properties=species:S:1:pos:R:3:lowdin_charge:R:1
C -0.413 -1.189 0.854 0.0087
C -0.406 -0.085 1.328 -0.7583
Br -0.023 1.310 2.407 0.7498
H -0.425 -2.192 0.666 0.0069
S 0.570 0.997 -2.265 0.4666
H 0.208 -0.275 -2.000 -0.2293
H 0.489 1.434 -0.991 -0.2443
```


Most stable pick: one. Distance to second place: 0.0305 hartree.


--- one ---
Formula: C3H5NO3S
Source: the Open Molecules 2025 dataset
Level of theory: ωB97M-V with the def2-TZVPD basis set

Summary:
- SMILES: O=C1O[C@H]1NCSO
- Total charge: 0
- Spin multiplicity: 1

XYZ file:
```
13
Properties=species:S:1:pos:R:3:lowdin_charge:R:1
O -1.644 1.485 1.391 0.1526
C -0.505 1.518 1.090 -0.5083
O 0.665 1.943 1.448 0.1561
C 0.556 1.112 0.172 -0.1715
N 1.120 -0.157 0.268 -0.0380
C 0.274 -1.299 0.244 -0.4525
S -0.267 -1.785 -1.465 0.8451
O -1.101 -0.425 -1.909 -0.4774
H 0.773 1.736 -0.685 0.1539
H 1.996 -0.279 -0.217 0.1296
H 0.804 -2.179 0.609 0.0816
H -0.623 -1.115 0.836 0.0888
H -2.048 -0.556 -1.782 0.0400
```


--- two ---
Formula: C3H5NO3S
Source: the Open Molecules 2025 dataset
Level of theory: ωB97M-V with the def2-TZVPD basis set

Summary:
- SMILES: O=C(O)[C@H]1NCSO1
- Total charge: 0
- Spin multiplicity: 1

XYZ file:
```
13
Properties=species:S:1:pos:R:3:lowdin_charge:R:1
O -1.839 1.555 1.159 0.1780
C -1.243 1.085 0.266 -0.5177
O -0.861 1.812 -0.748 0.1756
C -0.803 -0.366 0.117 -0.2730
N 0.283 -0.510 -0.798 -0.0506
C 1.483 -0.328 -0.096 -0.4461
S 1.284 -1.164 1.538 0.8977
O -0.413 -0.887 1.484 -0.4561
H -0.553 1.342 -1.459 0.0631
H -1.565 -0.963 -0.198 0.1320
H 0.242 -1.492 -1.137 0.1514
H 2.476 -0.682 -0.460 0.1123
H 1.508 0.598 0.333 0.0335
```


Most stable pick: two. Distance to second place: 0.0104 hartree.


--- one ---
Formula: C22H32N2O4
Source: the Open Molecules 2025 dataset
Level of theory: ωB97M-V with the def2-TZVPD basis set

Summary:
- SMILES: COc1ccc([C@H](C(=O)NC2CCCCC2)N2CCC3(CC2)OCCO3)cc1
- Total charge: 0
- Spin multiplicity: 1

XYZ file:
```
60
Properties=species:S:1:pos:R:3:lowdin_charge:R:1
C -4.325 -4.638 -0.076 -0.0908
O -3.706 -3.684 -0.905 -0.0835
C -2.729 -2.898 -0.375 -0.2749
C -2.134 -1.992 -1.255 0.0081
C -1.138 -1.145 -0.818 -0.0448
C -0.711 -1.168 0.508 -0.2047
C 0.389 -0.247 0.998 -0.1837
C 0.250 1.115 0.277 -0.4252
O 1.106 1.670 -0.379 0.0753
N -0.964 1.661 0.504 0.1102
C -1.415 2.881 -0.136 -0.3063
C -2.120 2.587 -1.467 -0.1397
C -3.446 1.865 -1.251 -0.1966
C -4.356 2.689 -0.345 -0.2039
C -3.680 2.953 0.997 -0.2011
C -2.340 3.660 0.801 -0.1473
N 1.654 -0.950 0.978 -0.1086
C 2.136 -1.538 -0.251 -0.1378
C 3.039 -0.619 -1.082 -0.0553
C 4.209 -0.134 -0.222 -0.4983
C 3.651 0.553 1.030 -0.0581
C 2.734 -0.422 1.777 -0.1498
O 5.051 -1.216 0.173 -0.0536
C 6.277 -1.097 -0.505 -0.1553
C 6.360 0.401 -0.801 -0.1588
O 5.012 0.753 -0.989 -0.0389
C -1.301 -2.076 1.373 -0.0152
C -2.301 -2.934 0.947 -0.0127
H -4.851 -4.164 0.760 0.0949
H -3.603 -5.363 0.311 0.0960
H -5.048 -5.152 -0.709 0.0928
H -2.470 -1.975 -2.279 0.1213
H -0.687 -0.453 -1.514 0.1233
H 0.199 -0.030 2.060 0.1534
H -1.664 1.106 0.970 0.1306
H -0.508 3.462 -0.337 0.1462
H -2.301 3.535 -1.979 0.1195
H -1.458 1.988 -2.094 0.1107
H -3.933 1.701 -2.214 0.1111
H -3.267 0.884 -0.803 0.0982
H -5.301 2.166 -0.188 0.1083
H -4.578 3.643 -0.830 0.1139
H -4.326 3.573 1.622 0.1091
H -3.534 2.005 1.522 0.1056
H -1.846 3.800 1.765 0.1153
H -2.516 4.646 0.367 0.1187
H 1.287 -1.871 -0.848 0.1137
H 2.724 -2.419 0.035 0.1289
H 2.496 0.264 -1.418 0.1079
H 3.422 -1.158 -1.949 0.1279
H 3.100 1.433 0.701 0.1101
H 4.474 0.860 1.677 0.1267
H 2.320 0.062 2.665 0.1227
H 3.342 -1.277 2.096 0.1252
H 6.260 -1.679 -1.438 0.1244
H 7.072 -1.465 0.145 0.1247
H 6.789 0.946 0.052 0.1235
H 6.911 0.644 -1.709 0.1250
H -0.974 -2.118 2.401 0.1198
H -2.735 -3.624 1.653 0.1022
```


--- two ---
Formula: C22H32N2O4
Source: the Open Molecules 2025 dataset
Level of theory: ωB97M-V with the def2-TZVPD basis set

Summary:
- SMILES: CCOc1cc(CN2CCN(Cc3ccc(C)o3)[C@@H](CCO)C2)ccc1OC
- Total charge: 0
- Spin multiplicity: 1

XYZ file:
```
60
Properties=species:S:1:pos:R:3:lowdin_charge:R:1
C -4.248 -0.642 3.040 -0.0569
C -5.347 -0.816 1.993 -0.2416
O -5.317 0.182 0.997 -0.0312
C -4.357 0.145 0.031 -0.1812
C -3.452 -0.882 -0.171 0.0169
C -2.517 -0.834 -1.204 -0.2198
C -1.498 -1.938 -1.349 -0.1425
N -0.265 -1.734 -0.599 -0.1555
C -0.453 -1.665 0.835 -0.1744
C 0.906 -1.694 1.529 -0.1683
N 1.715 -0.594 1.046 -0.1236
C 2.933 -0.399 1.819 -0.1123
C 3.645 0.843 1.404 -0.2607
C 3.428 2.158 1.681 -0.0061
C 4.417 2.887 0.970 -0.0193
C 5.171 1.970 0.305 -0.3186
C 6.347 2.102 -0.595 -0.0026
O 4.706 0.724 0.564 0.0407
C 1.900 -0.655 -0.396 -0.2835
C 2.658 -1.895 -0.921 -0.1221
C 3.478 -1.580 -2.172 -0.2607
O 4.724 -0.989 -1.885 -0.0674
C 0.510 -0.592 -1.038 -0.1411
C -2.506 0.265 -2.042 -0.0508
C -3.410 1.303 -1.861 -0.0105
C -4.334 1.263 -0.834 -0.1986
O -5.261 2.227 -0.569 -0.0665
C -5.311 3.350 -1.411 -0.0880
H -3.263 -0.737 2.590 0.0551
H -4.357 -1.395 3.815 0.0770
H -4.326 0.344 3.490 0.0813
H -6.326 -0.694 2.464 0.1242
H -5.304 -1.817 1.546 0.1165
H -3.464 -1.752 0.467 0.1086
H -1.925 -2.886 -1.008 0.1231
H -1.217 -2.048 -2.400 0.1240
H -0.980 -0.741 1.132 0.1231
H -1.041 -2.528 1.156 0.1245
H 1.384 -2.672 1.357 0.1257
H 0.762 -1.569 2.606 0.1222
H 2.634 -0.302 2.867 0.1307
H 3.635 -1.247 1.740 0.1300
H 2.661 2.557 2.311 0.1119
H 4.545 3.950 0.960 0.1072
H 6.206 1.504 -1.494 0.0800
H 6.484 3.144 -0.869 0.0851
H 7.249 1.747 -0.097 0.0874
H 2.443 0.254 -0.680 0.1472
H 1.928 -2.674 -1.145 0.1128
H 3.342 -2.278 -0.161 0.1153
H 2.898 -0.924 -2.841 0.1144
H 3.708 -2.500 -2.717 0.1173
H 4.622 -0.397 -1.126 0.0445
H 0.032 0.362 -0.759 0.1327
H 0.611 -0.632 -2.124 0.1244
H -1.796 0.320 -2.854 0.1105
H -3.378 2.144 -2.536 0.1036
H -4.376 3.920 -1.383 0.0958
H -6.120 3.969 -1.027 0.0936
H -5.532 3.069 -2.447 0.0963
```


Most stable pick: one. Distance to second place: 0.0649 hartree.


--- one ---
Formula: C5H12OS
Source: the Open Molecules 2025 dataset
Level of theory: ωB97M-V with the def2-TZVPD basis set

Summary:
- Total charge: 0
- Spin multiplicity: 1

XYZ file:
```
19
Properties=species:S:1:pos:R:3:lowdin_charge:R:1
C 1.714 -1.396 0.081 -0.1037
C 0.351 -0.688 0.020 -0.5950
C -0.565 -1.299 1.001 -0.1502
C 0.529 0.786 0.375 -0.3579
C -1.469 1.438 -1.428 -0.2728
H 1.484 -2.634 0.323 0.1354
H 2.304 -0.975 1.023 0.1027
H 2.348 -1.286 -0.942 0.1123
H 0.033 -0.670 -0.998 0.0960
H -1.600 -0.831 1.095 0.0667
H -0.267 -0.977 1.996 0.0798
H -0.741 -2.454 0.908 0.1179
H 0.977 0.756 1.451 0.1410
H 1.265 1.213 -0.368 0.1259
H -1.488 0.505 -1.951 0.0459
H -2.340 2.097 -1.508 0.0617
H -0.630 2.017 -1.973 0.0974
O -0.829 2.912 0.641 -0.5329
S -1.077 1.486 0.255 0.8299
```


--- two ---
Formula: C5H12OS
Source: the Open Molecules 2025 dataset
Level of theory: ωB97M-V with the def2-TZVPD basis set

Summary:
- SMILES: CSCCCCO
- Total charge: 0
- Spin multiplicity: 1

XYZ file:
```
19
Properties=species:S:1:pos:R:3:lowdin_charge:R:1
C 1.787 2.808 0.177 -0.4481
S 2.066 1.245 -0.721 0.7424
C 0.191 0.888 -1.037 -0.4437
C -0.364 0.077 0.123 -0.2631
C -0.685 -1.329 -0.499 -0.1948
C -1.289 -2.326 0.510 -0.2647
O -0.482 -2.253 1.687 -0.0686
H 2.672 3.430 0.165 0.0168
H 0.987 3.382 -0.296 0.0189
H 1.382 2.635 1.215 0.0509
H -0.304 1.890 -1.171 0.0767
H 0.109 0.545 -2.063 0.0574
H 0.395 -0.081 0.890 0.0824
H -1.178 0.590 0.615 0.1082
H 0.164 -1.791 -0.996 0.1077
H -1.304 -1.160 -1.407 0.1135
H -2.371 -2.152 0.513 0.1110
H -1.136 -3.343 0.103 0.1133
H -0.640 -3.055 2.194 0.0839
```


Most stable pick: two. Distance to second place: 0.0556 hartree.


--- one ---
Formula: C5H12OS
Source: the Open Molecules 2025 dataset
Level of theory: ωB97M-V with the def2-TZVPD basis set

Summary:
- SMILES: C1CCSCC1.O
- Total charge: 0
- Spin multiplicity: 1

XYZ file:
```
19
Properties=species:S:1:pos:R:3:lowdin_charge:R:1
C -0.258 0.375 -0.587 -0.1845
C -1.143 -0.870 -0.404 -0.3169
C -1.825 -1.026 0.966 -0.4672
S -0.443 -1.344 2.133 0.8253
C 0.349 0.282 2.041 -0.4971
C 0.851 0.377 0.586 -0.2779
H -0.935 1.251 -0.594 0.1128
H 0.293 0.368 -1.547 0.0791
H -0.598 -1.826 -0.524 0.1015
H -1.908 -0.816 -1.203 0.1059
H -2.538 -1.873 0.979 0.0804
H -2.397 -0.100 1.164 0.0845
H 1.200 0.528 2.705 0.0875
H -0.432 1.052 2.196 0.0770
H 1.414 1.326 0.494 0.0966
H 1.571 -0.455 0.465 0.1021
O 2.569 0.920 -3.221 -0.0863
H 2.258 1.661 -2.652 0.0438
H 1.973 0.170 -2.997 0.0334
```


--- two ---
Formula: C5H12OS
Source: the Open Molecules 2025 dataset
Level of theory: ωB97M-V with the def2-TZVPD basis set

Summary:
- SMILES: CC(C)=O.CSC
- Total charge: 0
- Spin multiplicity: 1

XYZ file:
```
19
Properties=species:S:1:pos:R:3:lowdin_charge:R:1
C -2.223 -0.702 0.267 -0.0344
C -1.447 0.551 0.599 -0.5180
C -1.578 1.696 -0.379 -0.0344
O -0.754 0.634 1.600 0.0402
H -2.055 -1.475 1.036 0.0868
H -1.904 -1.103 -0.710 0.0832
H -3.303 -0.481 0.220 0.0865
H -1.222 1.388 -1.376 0.0832
H -2.633 2.008 -0.462 0.0864
H -0.981 2.560 -0.043 0.0868
C 1.659 -1.840 0.234 -0.4397
S 1.562 -0.743 -1.190 0.7072
C 2.342 0.703 -0.454 -0.4397
H 1.210 -2.807 -0.048 0.0339
H 1.103 -1.432 1.096 0.0310
H 2.704 -2.013 0.540 0.0381
H 1.775 1.067 0.420 0.0310
H 3.376 0.486 -0.136 0.0381
H 2.368 1.502 -1.214 0.0339
```


Most stable pick: two. Distance to second place: 0.0114 hartree.


--- one ---
Formula: C2H6N2O
Source: the Open Molecules 2025 dataset
Level of theory: ωB97M-V with the def2-TZVPD basis set

Summary:
- SMILES: [H]/N=C\N(C)O
- Total charge: 0
- Spin multiplicity: 1

XYZ file:
```
11
Properties=species:S:1:pos:R:3:lowdin_charge:R:1
H 2.184 0.803 -0.011 0.0389
N 2.167 -0.224 -0.049 0.0991
C 0.968 -0.560 -0.155 -0.3668
N -0.054 0.236 -0.388 -0.2778
C -1.407 -0.346 0.019 0.0061
O 0.142 1.511 -0.156 -0.0005
H 0.428 -1.594 -0.022 0.1336
H -1.240 -1.511 -0.198 0.1172
H -1.555 -0.177 0.996 0.0305
H -2.129 0.110 -0.734 0.1099
H 0.495 1.752 0.699 0.1097
```


--- two ---
Formula: C2H6N2O
Source: the Open Molecules 2025 dataset
Level of theory: ωB97M-V with the def2-TZVPD basis set

Summary:
- SMILES: NC=O.C=N
- Total charge: 0
- Spin multiplicity: 1

XYZ file:
```
11
Properties=species:S:1:pos:R:3:lowdin_charge:R:1
N 0.424 3.384 2.144 0.0836
C -0.842 3.311 2.821 -0.4139
O -1.779 2.670 2.534 0.0597
H 0.409 3.087 1.153 0.1011
H 0.899 4.249 2.290 0.0607
H -0.881 3.967 3.674 0.1088
C 0.479 -4.466 -3.138 -0.1513
N -0.247 -3.863 -2.306 0.0217
H 0.397 -5.568 -3.326 0.0656
H 1.299 -3.822 -3.692 0.0897
H -0.158 -2.948 -2.155 -0.0256
```


--- three ---
Formula: C2H6N2O
Source: the Open Molecules 2025 dataset
Level of theory: ωB97M-V with the def2-TZVPD basis set

Summary:
- SMILES: [H]/N=C/NOC
- Total charge: 0
- Spin multiplicity: 1

XYZ file:
```
11
Properties=species:S:1:pos:R:3:lowdin_charge:R:1
H -3.254 0.250 0.239 -0.0519
N -2.513 -0.306 0.191 0.0775
C -1.363 0.344 -0.079 -0.1933
N -0.253 -0.519 -0.158 -0.1011
O 0.718 -0.133 0.690 -0.2315
C 1.985 -0.010 -0.067 -0.0674
H -1.441 1.532 -0.041 0.1606
H -0.521 -1.455 0.026 0.1149
H 2.803 0.292 0.752 0.1293
H 1.752 0.855 -0.717 0.0661
H 2.088 -0.849 -0.839 0.0968
```


Most stable pick: two. Distance to second place: 0.0758 hartree.